1.
Below is one molecule with the formula CH2N2O2S2 at a distorted geometry, with properties calculated with ωB97M-V with the def2-TZVPD basis set.

```
9
Properties=species:S:1:pos:R:3:forces:R:3
C -2.37210 0.43079 -0.04733 -1.6 1.9 0.0
N -1.27649 0.03362 -0.14008 3.5 -1.5 0.1
N 1.69684 0.42022 0.14427 -0.1 -1.0 -0.5
O 0.48015 -1.64951 1.21327 0.3 1.3 0.3
O 0.88836 -1.42033 -1.15547 0.5 -1.5 -3.7
S -3.78911 1.26889 -0.03482 1.1 -1.2 0.1
S 0.70125 -0.84757 0.07068 -2.8 1.4 2.3
H 1.42178 1.21505 0.67434 -0.1 0.6 0.5
H 2.24933 0.54883 -0.72484 -0.9 0.0 0.8
```
Positions in Å, forces in eV/Å.

Values from the calculation:
ΔE to the lowest compared entry with this formula, charge and spin ... 183.8 kJ/mol
Highest occupied orbital energy ... -0.31391 Eh
Total charge ... 0
LUMO ... -1.490 eV
Frontier orbital gap ... 7.0517 eV
E_tot ... -1095.579816 hartree


2.
Below is C13H25BeBrCaClF6LiNNaO16PS2 as an isolated structure at a distorted geometry, with properties calculated with ωB97M-V with the def2-TZVPD basis set.

```
70
Properties=species:S:1:pos:R:3:forces:R:3
O -0.05832 -3.39439 2.70726 -2.1 1.8 -1.4
C -0.51605 -2.86364 1.65111 0.7 -0.3 0.6
C -1.94640 -3.33687 1.09013 1.1 -0.3 -2.2
O -2.96857 -3.48726 2.10801 1.2 2.3 1.0
C -3.42116 -2.16989 2.58010 -1.6 -1.1 0.4
O -4.29717 -1.58735 1.64932 1.9 0.7 1.2
C -4.16472 -0.16184 1.55615 -1.1 2.0 -0.7
C -3.92806 0.31538 -0.01026 -0.3 -1.8 0.2
O -3.83173 -0.90899 -0.77015 -0.2 1.3 0.1
O 0.14437 -1.86429 0.98069 -2.5 -1.7 2.0
C 0.54691 -0.79744 1.90647 0.5 -0.1 -0.4
P 0.29924 0.94568 1.18144 0.4 1.6 0.3
O -1.22143 1.55834 1.72869 1.2 -1.2 -0.3
Br 0.11601 0.81906 -1.07295 -0.4 -0.6 1.3
H -1.78545 -4.36235 0.62733 -0.2 1.2 0.7
H -2.27819 -2.66101 0.23360 0.3 -0.6 1.3
H -2.53988 -1.50749 2.90363 -0.7 -0.2 -1.0
H -4.03693 -2.40169 3.54790 0.7 0.2 -1.3
H -5.17605 0.28147 1.88333 2.2 -1.8 1.2
H -3.38640 0.29947 2.22733 -0.6 -0.7 -0.7
H -4.82662 0.93224 -0.42292 1.7 -0.6 0.4
H -2.95431 0.87611 -0.12427 -1.3 -0.5 0.1
H -4.71792 -1.29767 -0.88423 0.4 0.2 0.1
H -0.02222 -0.83577 2.89084 0.8 0.0 -1.1
H 1.66542 -0.92833 2.07044 -1.4 0.4 0.0
H -0.95888 2.30827 2.29853 -0.2 -0.3 -0.4
C 1.63399 -5.35665 -1.19982 0.4 -2.2 -0.2
F 0.80179 -5.51804 -0.15280 0.0 0.7 -0.1
F 2.78961 -5.95256 -0.87346 -0.2 0.6 0.0
F 1.12077 -6.06571 -2.21693 0.0 0.6 0.1
S 1.86726 -3.59969 -1.63589 -1.3 0.4 1.8
O 2.44680 -3.00461 -0.44922 0.0 -0.4 -0.9
O 0.53588 -3.12930 -1.96965 0.8 -0.3 -0.2
N 2.85618 -3.83264 -2.85806 -0.4 1.4 -0.4
S 3.31072 -2.49669 -3.56397 2.1 0.0 1.0
O 4.18627 -1.63136 -2.80732 -0.9 -0.5 -0.6
O 2.28149 -1.79955 -4.34502 -0.3 1.0 -1.5
C 4.38917 -3.26014 -4.82199 1.1 -1.9 -1.1
F 3.71645 -4.11063 -5.61320 -0.2 0.5 0.3
F 5.38094 -3.96482 -4.27004 -0.5 0.6 0.2
F 4.95870 -2.34402 -5.62886 -0.5 0.5 0.4
C 2.01480 7.22758 -3.23899 -0.2 -0.2 -0.1
C 2.55526 5.95131 -2.61879 -0.2 0.3 -0.2
O 1.81214 5.50294 -1.49182 0.1 -0.3 0.3
C 0.44554 5.20131 -1.72016 0.1 0.1 -0.1
C 0.22649 4.10488 -2.74809 0.1 -0.1 -0.2
H 1.98714 8.03035 -2.49803 0.1 0.0 -0.1
H 2.64628 7.54321 -4.07523 0.0 0.2 0.2
H 0.99902 7.09733 -3.61839 0.0 -0.1 0.0
H 3.57215 6.13510 -2.26298 -0.1 -0.1 0.2
H 2.62876 5.15269 -3.36540 0.0 0.0 -0.1
H -0.10063 6.11001 -1.99246 0.0 0.0 -0.1
H 0.03803 4.87252 -0.75990 0.2 0.1 0.0
H 0.60947 4.38278 -3.73151 -0.1 0.1 0.0
H -0.83988 3.88969 -2.85197 0.0 0.0 0.0
H 0.74021 3.18937 -2.44352 0.0 0.1 0.0
Li -5.96769 1.05045 0.93409 -2.8 0.5 -0.5
Ca -1.80913 -3.20802 4.46734 0.8 -1.2 0.9
Cl -8.24286 0.08091 1.53448 1.8 0.6 -0.4
O -3.23775 -5.64967 7.09097 0.4 0.7 -0.6
H -3.84782 -6.35244 7.33892 -0.2 -0.2 0.0
O 4.11151 9.05023 -4.63613 0.2 -0.6 -0.8
H 4.77968 9.14124 -3.96918 -0.9 1.6 1.6
Be 2.77185 -0.34056 -5.98876 -0.3 -1.1 1.3
C -0.02673 -2.53407 8.71893 0.1 -0.4 0.4
O 0.71109 -1.81428 9.43036 -0.4 0.5 -1.1
O -0.26876 -3.74224 9.28519 0.4 0.4 0.2
O -0.54645 -2.30062 7.60849 -0.1 0.4 -1.1
H 0.27179 -3.54800 10.08104 -0.4 -1.1 0.3
Na 5.95500 8.07257 -4.60978 0.8 -0.9 -0.9
```
Positions in Å, forces in eV/Å.

Values from the calculation:
ΔE to the lowest compared entry with this formula, charge and spin ... 356.6 kJ/mol
Highest occupied orbital energy ... -0.36252 Eh
Total charge ... +1
LUMO ... -8.953 eV
Frontier orbital gap ... 0.9122 eV
E_tot ... -7401.505790 hartree


3.
Below is one molecule with the formula C5H10N2Si at a distorted geometry, with properties calculated with ωB97M-V with the def2-TZVPD basis set.

```
18
Properties=species:S:1:pos:R:3:forces:R:3
C 2.70267 0.72218 0.81381 1.5 1.0 -0.5
C 2.78170 -0.13166 -0.27441 2.7 0.0 1.9
C 0.71395 0.40437 0.16095 0.6 -1.7 -0.2
C -2.10385 0.74791 1.24192 0.5 0.4 -0.5
C -1.55577 -1.32387 -1.03799 0.2 -0.2 -0.7
N 1.43906 1.06797 1.05001 -2.1 -0.1 -0.5
N 1.54332 -0.42271 -0.61733 -2.0 1.4 0.5
Si -1.04803 0.28671 -0.33708 -1.7 1.6 2.4
H 3.46155 1.31935 1.34237 0.0 -1.0 -0.4
H 3.66926 -0.65931 -0.54931 0.1 -0.2 -0.6
H -3.17748 0.84895 0.95064 0.7 -0.5 0.5
H -1.88962 0.03709 2.10844 -0.6 0.8 -1.3
H -1.80836 1.77674 1.56620 0.0 -0.8 -0.1
H -1.59867 -2.10235 -0.29593 0.4 -0.5 0.2
H -2.50807 -1.38986 -1.57396 0.2 0.5 0.0
H -0.75463 -1.45889 -1.78036 -0.3 -0.8 0.0
H 1.17078 -0.98804 -1.35053 0.4 -0.3 -0.3
H -1.03780 1.26542 -1.41743 -0.5 0.4 -0.4
```
Positions in Å, forces in eV/Å.

Values from the calculation:
ΔE to the lowest compared entry with this formula, charge and spin ... 101.3 kJ/mol
Highest occupied orbital energy ... -0.31198 Eh
Total charge ... 0
LUMO ... 0.747 eV
Frontier orbital gap ... 9.2367 eV
E_tot ... -595.511221 hartree